177
Properties=species:S:1:pos:R:3:lowdin_charge:R:1 method="wB97M-V/def2-TZVPD" max_force_ev_per_a=9.57 gap_ev="6.9 / 6.9" spin_multiplicity=6 total_energy_ev=-166287.9097 de_lowest_kj_mol=364.74
Mn -1.63998 1.40577 -0.97040 0.91
O 0.77686 7.63359 -1.49775 0.07
O 0.65068 -4.21871 -3.75993 0.04
O 0.98903 -0.13765 4.50737 -0.02
O 4.23635 0.90689 1.43168 0.01
O 2.08774 -5.30502 1.15364 -0.01
O 5.66594 1.00111 -3.15905 -0.03
O 1.23418 4.72257 5.10108 0.05
O 5.48689 3.74372 5.60027 -0.04
O -0.65103 -0.53520 -0.88936 -0.37
O -2.99789 -4.16654 -4.70868 0.01
O -3.34143 3.10871 6.92842 0.05
O -3.48632 0.80907 -2.05634 0.01
O 2.63887 4.07209 -4.75106 0.04
O 0.21549 -4.48531 4.40536 0.00
O 4.96676 -3.26805 -1.91267 0.04
O -4.58093 -5.13310 -0.23011 0.06
O -0.56777 6.75073 1.14883 0.04
O -0.14987 2.13465 0.50466 -0.38
O -2.93840 1.29184 0.74278 0.00
O -1.35788 -5.01388 1.81775 -0.02
O -2.54198 1.42536 -6.29579 0.00
O -2.38270 3.53237 -1.33511 0.04
O -0.73307 1.68693 -2.97303 -0.02
N 3.06233 -4.39308 -1.56977 0.19
N 5.15413 1.61514 4.95000 0.17
N -5.30326 -0.46448 -1.73857 0.18
N 0.06141 -3.45504 0.83374 0.19
N 1.90413 5.90856 -2.22960 0.17
N 3.87655 0.12715 -2.10685 0.18
N -4.45752 -5.64277 -3.76707 0.15
N -6.38305 -4.55576 0.82384 0.19
N -4.20764 1.66435 5.47085 0.15
N 5.61596 -0.67747 1.98336 0.18
N 4.59416 3.22414 3.59690 0.18
N 4.57601 4.98539 -5.11094 0.20
N 3.95849 3.34493 -6.28218 0.20
N 0.87994 2.62886 5.13495 0.15
N -3.67158 -1.09180 -3.08198 0.22
N 4.14142 -3.75775 0.10587 0.15
N -3.33619 -4.43315 -2.46209 0.17
N 1.05073 2.83419 -2.99334 0.22
N -1.38385 4.82168 1.56316 0.18
N -4.09396 0.04619 2.19663 0.21
N -1.92149 -2.93146 1.06032 0.17
N 1.39198 -5.92580 5.73212 0.17
N -1.05023 0.41876 5.23701 0.15
N -4.24680 4.37471 -2.28026 0.18
N 3.41786 -1.09109 2.05694 0.21
N 0.78626 -1.93247 -3.61060 0.18
N 0.31209 4.94126 0.28523 0.20
N -1.57697 -0.38136 -5.41843 0.16
N -0.88629 -1.41137 4.20339 0.21
N 0.86187 3.59326 3.13080 0.20
N -2.62336 -0.64462 -7.26556 0.18
N -2.22614 1.08250 2.70597 0.20
N -4.79151 -3.08377 0.25396 0.19
N 0.73742 -7.09639 1.54095 0.18
N 0.00154 6.29311 -2.98372 0.19
N 0.01466 2.37871 -4.93084 0.23
N -0.28022 -3.01244 -2.21869 0.16
N 2.85919 -7.39924 1.18355 0.17
N -2.55466 4.22535 -3.41029 0.21
N -2.76587 3.18415 4.73506 0.18
N 2.10936 -3.87174 5.34396 0.16
N 4.91350 1.70807 -1.13517 0.17
C -0.24385 -0.37063 4.61339 -0.74
C 3.65612 4.14263 -5.34082 -0.83
C -3.19650 0.92260 1.86151 -0.73
C 5.01949 2.88907 4.78096 -0.75
C 4.83722 1.01047 -2.21797 -0.76
C 4.08251 -3.69443 -1.21101 -0.79
C 0.48272 -0.32437 -0.06446 -0.32
C 0.42167 -3.14269 -3.27007 -0.82
C -5.20240 -4.28737 0.31256 -0.81
C 1.94358 -6.46677 1.44215 -0.65
C 1.17497 -4.79264 5.13336 -0.73
C 0.92659 6.72557 -2.27772 -0.89
C 0.99490 3.73682 4.46029 -0.77
C -1.08276 -3.89410 1.28948 -0.70
C -3.40450 2.67193 5.78976 -0.76
C -2.99360 4.01064 -2.25145 -0.79
C -2.17286 0.23825 -6.40688 -0.73
C -3.52102 -4.65985 -3.70437 -0.75
C -0.52698 5.55615 0.99985 -0.88
C -4.16598 -0.15670 -2.30124 -0.72
C 0.04948 2.31345 -3.63546 -0.77
C 4.37763 -0.19857 1.86946 -0.75
C 0.88568 1.23260 0.26906 -0.30
H -5.78071 0.22293 -1.17324 0.12
H 3.30228 2.64233 -6.59174 0.13
H -2.88404 -3.02240 1.35245 0.08
H 0.36540 -0.76405 0.92600 0.05
H -2.48760 -3.89994 -2.33679 0.09
H -1.97373 0.06253 5.43783 0.10
H 0.69427 5.45929 -0.49302 0.08
H -1.69391 -2.13253 0.48585 0.09
H -0.47476 -2.23509 3.78840 0.10
H -4.97642 1.56319 6.11804 0.12
H 0.09219 5.69031 -3.78903 0.11
H 4.31590 1.51920 -0.34315 0.06
H 0.98308 2.69039 6.13778 0.13
H 2.95849 -4.80030 -2.48819 0.12
H -1.39774 -1.37491 -5.44753 0.11
H 1.27330 1.67972 -0.64633 0.07
H -2.78754 -0.98989 -3.55967 0.09
H -0.41073 -2.06715 -1.88780 0.04
H -0.34461 -3.79712 -1.58605 0.11
H -4.46879 4.46654 -1.29924 0.13
H -0.90976 6.60374 -2.67854 0.13
H 3.63463 -4.48855 0.58461 0.05
H 4.57512 4.21219 3.38836 0.13
H -5.86216 -1.19914 -2.14847 0.12
H -6.85013 -3.76523 1.24455 0.11
H -4.25466 -0.07459 3.18642 0.10
H -0.91587 1.34505 5.61654 0.10
H -6.79007 -5.39569 0.43790 0.13
H -0.57515 1.78324 -5.49444 0.08
H 4.12595 2.56817 2.98815 0.08
H 6.26456 0.03023 1.66938 0.12
H -1.85456 -1.47114 4.48443 0.12
H 6.01203 -1.56392 2.26164 0.11
H 1.29822 -1.00889 -0.29789 0.09
H 1.31747 -1.68083 -4.43194 0.12
H 2.12675 -6.14109 6.39081 0.12
H -2.39003 -1.60209 -7.04438 0.11
H 4.38834 5.62327 -4.35069 0.13
H -4.63699 4.92480 -3.03209 0.12
H -1.41210 0.13920 -4.56876 0.08
H -5.44045 -2.37523 0.56533 0.11
H 3.84134 -0.46361 -2.92530 0.11
H -5.06976 -5.59466 -4.56892 0.10
H 3.17081 0.01051 -1.39381 0.09
H -1.36810 1.50633 2.38312 0.11
H 0.81073 2.90270 -5.26523 0.10
H -2.21623 0.64879 3.61806 0.05
H 3.85099 -7.26627 1.04663 0.12
H 0.45454 -1.17811 -3.02665 0.08
H 1.84654 -2.95442 5.01297 0.09
H 1.57309 1.27706 1.11380 0.08
H -4.69748 -0.23925 1.43875 0.11
H -4.02778 -4.65060 -1.75888 0.04
H 2.50896 -0.65265 2.01483 0.08
H 0.82953 -4.07420 0.61756 0.07
H -0.10828 -6.54514 1.57270 0.07
H -4.43235 1.61655 4.48732 0.07
H -4.86120 -5.90278 -2.87852 0.09
H 3.46765 -1.92698 2.62167 0.11
H 5.01529 -3.42955 0.49153 0.10
H 0.29718 3.93144 0.29662 0.06
H 1.60664 3.36043 -3.65224 0.03
H -3.08690 4.59513 -4.18494 0.14
H -3.90234 -2.99422 -0.21663 0.10
H -4.19100 -1.94728 -3.21784 0.10
H 5.76098 2.19555 -0.88169 0.12
H 0.63964 -6.59461 5.64983 0.12
H -1.60646 3.92919 -3.59279 0.09
H -3.45670 -0.31436 -7.73092 0.13
H 0.68294 2.69038 2.71501 0.07
H 0.78397 1.72939 4.68567 0.04
H 1.91908 4.96464 -2.58863 0.07
H 5.18292 5.24308 -5.87602 0.13
H -2.09426 5.28509 2.11149 0.12
H 1.21790 4.27808 2.47937 0.10
H 2.87193 -3.97092 5.99875 0.11
H 2.37997 -4.68582 -0.88509 0.08
H -1.26155 3.82048 1.51074 0.07
H 5.60277 1.24684 5.77655 0.12
H 2.45457 -8.24842 1.55135 0.10
H 2.64418 6.13982 -1.58233 0.13
H -2.01928 3.84381 4.90102 0.13
H 4.57529 1.04556 4.34948 0.09
H -3.08236 2.80254 3.85511 0.07
H 0.76609 -8.09288 1.70312 0.10
H 4.94709 3.24920 -6.46548 0.13
H 0.01357 -2.44618 0.83062 0.06
H 1.16803 2.91306 -1.99328 0.11